{"formula": "C70H77Br2F9NO8PS", "method": "ωB97M-V/def2-TZVPD", "homo_ev": -8.47, "e_lumo_ev": 0.03, "smiles": "C=CC[C@]1([C@@H](Br)CC)C[C@](CCCCNC(C)=O)(CP(=O)(O)O)[C@](CC(=O)F)([C@@H](Br)CC)OS1(=O)=O.Fc1ccccc1.Fc1ccccc1.Fc1ccccc1.Fc1ccccc1.Fc1ccccc1.Fc1ccccc1.Fc1ccccc1.Fc1ccccc1", "e_tot_ev": -276375.4145, "gap_ev": 8.502, "elements": ["C", "C", "C", "C", "C", "Br", "C", "C", "C", "C", "C", "C", "C", "C", "N", "C", "C", "O", "C", "P", "O", "O", "O", "C", "C", "C", "O", "F", "C", "Br", "C", "C", "O", "S", "O", "O", "H", "H", "H", "H", "H", "H", "H", "H", "H", "H", "H", "H", "H", "H", "H", "H", "H", "H", "H", "H", "H", "H", "H", "H", "H", "H", "H", "H", "H", "H", "H", "H", "H", "H", "H", "H", "H", "F", "C", "C", "C", "C", "C", "C", "H", "H", "H", "H", "H", "F", "C", "C", "C", "C", "C", "C", "H", "H", "H", "H", "H", "F", "C", "C", "C", "C", "C", "C", "H", "H", "H", "H", "H", "F", "C", "C", "C", "C", "C", "C", "H", "H", "H", "H", "H", "F", "C", "C", "C", "C", "C", "C", "H", "H", "H", "H", "H", "F", "C", "C", "C", "C", "C", "C", "H", "H", "H", "H", "H", "F", "C", "C", "C", "C", "C", "C", "H", "H", "H", "H", "H", "F", "C", "C", "C", "C", "C", "C", "H", "H", "H", "H", "H"], "xyz": [[-7.333, -2.861, -0.986], [-6.132, -2.463, -0.517], [-5.488, -3.037, 0.728], [-4.279, -3.973, 0.476], [-4.470, -5.252, 1.371], [-4.771, -4.762, 3.229], [-5.452, -6.312, 0.883], [-6.943, -6.088, 1.163], [-2.898, -3.407, 0.893], [-2.264, -2.230, 0.071], [-0.869, -2.104, 0.767], [-0.001, -0.866, 0.518], [1.078, -0.989, -0.576], [2.221, -0.020, -0.266], [1.671, 1.329, -0.016], [2.180, 1.930, 1.180], [1.166, 2.536, 2.106], [3.353, 1.914, 1.468], [-3.077, -0.962, 0.409], [-3.298, -0.399, 2.109], [-4.030, -1.242, 3.067], [-4.086, 0.976, 1.864], [-1.925, 0.135, 2.723], [-2.172, -2.619, -1.432], [-1.023, -3.660, -1.663], [-0.989, -4.290, -3.032], [-0.039, -4.172, -3.737], [-2.011, -5.000, -3.453], [-1.805, -1.509, -2.521], [-2.922, -1.744, -4.149], [-1.909, -0.010, -2.214], [-1.664, 0.885, -3.451], [-3.389, -3.263, -1.933], [-4.017, -4.522, -1.206], [-3.131, -5.647, -1.085], [-5.217, -4.829, -1.913], [-7.476, -3.132, -2.025], [-8.166, -2.956, -0.294], [-5.599, -1.692, -1.070], [-5.190, -2.192, 1.345], [-6.290, -3.518, 1.278], [-3.497, -5.731, 1.401], [-5.336, -6.548, -0.169], [-5.177, -7.226, 1.414], [-7.374, -5.522, 0.334], [-7.485, -7.030, 1.182], [-7.142, -5.512, 2.062], [-2.836, -3.224, 1.960], [-2.204, -4.235, 0.724], [-0.252, -2.984, 0.586], [-1.070, -2.148, 1.835], [-0.549, 0.058, 0.396], [0.584, -0.720, 1.432], [0.689, -0.781, -1.573], [1.450, -2.015, -0.590], [2.876, 0.035, -1.135], [2.777, -0.385, 0.591], [1.818, 1.939, -0.810], [1.575, 3.470, 2.481], [0.225, 2.752, 1.610], [1.014, 1.872, 2.955], [-2.642, -0.060, -0.009], [-4.075, -0.962, -0.024], [-4.945, 0.868, 2.296], [-1.603, -0.527, 3.350], [-1.000, -4.439, -0.905], [-0.093, -3.111, -1.585], [-0.817, -1.676, -2.937], [-1.210, 0.344, -1.465], [-2.924, 0.212, -1.896], [-0.965, 0.440, -4.156], [-1.182, 1.799, -3.096], [-2.586, 1.197, -3.925], [3.748, -2.586, 0.792], [4.923, -2.281, 1.389], [6.089, -2.863, 0.938], [7.283, -2.517, 1.556], [7.292, -1.612, 2.609], [6.101, -1.049, 3.049], [4.906, -1.380, 2.433], [6.059, -3.567, 0.117], [8.210, -2.955, 1.211], [8.226, -1.346, 3.086], [6.099, -0.348, 3.873], [3.969, -0.944, 2.754], [-6.195, 7.055, 2.619], [-5.196, 6.211, 2.948], [-5.241, 4.910, 2.490], [-4.207, 4.046, 2.826], [-3.157, 4.491, 3.618], [-3.135, 5.803, 4.070], [-4.159, 6.676, 3.732], [-6.073, 4.585, 1.879], [-4.216, 3.022, 2.472], [-2.355, 3.815, 3.880], [-2.318, 6.150, 4.689], [-4.158, 7.705, 4.067], [0.703, -0.743, -5.643], [1.166, -1.581, -6.604], [1.433, -1.072, -7.858], [1.910, -1.933, -8.836], [2.101, -3.278, -8.549], [1.820, -3.765, -7.279], [1.351, -2.911, -6.291], [1.269, -0.022, -8.061], [2.131, -1.552, -9.824], [2.469, -3.947, -9.316], [1.964, -4.813, -7.054], [1.133, -3.266, -5.295], [8.032, 6.408, 3.441], [7.510, 5.174, 3.261], [6.462, 5.013, 2.377], [5.932, 3.744, 2.191], [6.449, 2.663, 2.892], [7.501, 2.849, 3.777], [8.044, 4.113, 3.963], [6.071, 5.871, 1.846], [5.114, 3.595, 1.500], [6.028, 1.679, 2.743], [7.903, 2.008, 4.327], [8.870, 4.278, 4.642], [0.121, 5.503, 2.716], [0.773, 6.616, 3.114], [1.964, 6.485, 3.798], [2.632, 7.633, 4.200], [2.100, 8.884, 3.922], [0.897, 8.990, 3.236], [0.226, 7.849, 2.821], [2.359, 5.500, 4.011], [3.571, 7.548, 4.731], [2.622, 9.776, 4.240], [0.479, 9.964, 3.022], [-0.709, 7.907, 2.279], [9.165, 4.861, -2.803], [9.278, 5.825, -1.866], [9.209, 5.475, -0.533], [9.330, 6.469, 0.427], [9.509, 7.792, 0.043], [9.572, 8.121, -1.304], [9.461, 7.132, -2.271], [9.061, 4.439, -0.256], [9.286, 6.212, 1.474], [9.598, 8.564, 0.795], [9.707, 9.151, -1.605], [9.514, 7.365, -3.326], [-1.797, 2.013, -6.729], [-2.003, 1.438, -7.933], [-2.461, 2.217, -8.976], [-2.665, 1.622, -10.213], [-2.420, 0.267, -10.386], [-1.964, -0.497, -9.320], [-1.748, 0.090, -8.083], [-2.652, 3.270, -8.817], [-3.018, 2.220, -11.042], [-2.585, -0.193, -11.351], [-1.775, -1.555, -9.450], [-1.386, -0.486, -7.241], [-5.400, -8.703, 3.807], [-5.053, -8.607, 5.107], [-5.539, -7.553, 5.853], [-5.184, -7.459, 7.190], [-4.346, -8.410, 7.758], [-3.867, -9.460, 6.987], [-4.223, -9.567, 5.650], [-6.184, -6.820, 5.388], [-5.561, -6.642, 7.789], [-4.068, -8.333, 8.800], [-3.211, -10.200, 7.426], [-3.867, -10.381, 5.034]], "forces_ev_per_a": [[0.4, 0.3, 0.5], [-0.4, -0.1, -0.2], [-1.1, 2.1, -0.3], [-0.3, 0.4, 1.6], [0.5, -0.3, -1.2], [0.0, 0.0, 0.1], [-0.8, -0.6, 1.1], [-0.1, 0.6, -0.9], [0.6, -0.5, -1.5], [-0.3, -0.1, 1.7], [0.1, 0.5, -0.5], [0.8, -0.4, -0.1], [-0.4, 0.1, 0.3], [-0.3, 0.2, -1.0], [0.0, -0.4, 0.5], [0.2, 0.2, 0.0], [0.1, 0.6, -0.3], [-0.1, -0.3, 0.0], [0.4, 0.6, -0.4], [-0.9, 0.0, 0.8], [0.2, -0.4, -0.2], [0.1, -0.2, -0.3], [0.3, -0.1, -0.4], [1.1, -0.7, -1.4], [-0.4, 0.2, 0.6], [0.8, 0.5, -0.2], [0.3, -0.1, -0.2], [-0.5, -0.2, 0.2], [-0.9, 0.8, -0.2], [0.1, -0.2, 0.1], [-0.6, 0.3, -0.8], [0.6, 0.3, 0.7], [-0.2, 0.4, 1.3], [-1.1, -2.0, -0.2], [0.9, 0.7, 0.1], [0.0, 0.8, -0.1], [-0.5, 1.4, -0.3], [0.2, -1.5, 0.1], [0.7, -1.0, -0.8], [0.4, -0.4, 0.4], [0.2, -0.4, 0.0], [0.0, 0.0, 0.0], [0.3, 0.2, -0.1], [0.2, 0.0, 0.0], [-0.1, 0.1, 0.0], [0.1, -0.1, 0.2], [0.0, -0.2, 0.2], [-0.5, 0.3, 0.1], [0.0, -0.1, 0.2], [-0.1, -0.1, -0.1], [-0.1, 0.0, 0.1], [-0.2, 0.0, 0.1], [-0.1, 0.0, 0.2], [-0.1, 0.0, -0.1], [0.2, 0.0, 0.0], [0.3, -0.2, 0.2], [0.1, 0.2, 0.1], [-0.1, 0.1, 0.0], [0.0, 0.0, 0.2], [-0.1, -0.2, 0.0], [-0.1, -0.1, 0.0], [0.2, -0.1, -0.1], [-0.1, -0.2, 0.1], [0.0, 0.1, 0.0], [0.1, 0.2, 0.1], [-0.2, -0.2, -0.1], [0.1, -0.1, -0.1], [0.1, -0.3, 0.2], [0.1, -0.5, 0.3], [0.0, 0.0, 0.2], [-0.2, -0.1, -0.2], [0.0, 0.1, 0.0], [0.0, -0.3, -0.3], [0.0, -0.2, -0.1], [0.1, 0.1, 0.1], [0.0, -0.1, -0.2], [-0.1, 0.1, 0.1], [0.0, 0.0, 0.0], [0.1, -0.1, 0.0], [-0.2, 0.1, 0.1], [0.0, 0.0, 0.0], [0.0, 0.0, 0.0], [0.0, 0.0, 0.0], [0.0, 0.0, 0.0], [0.0, 0.0, 0.0], [0.0, 0.0, 0.0], [0.1, -0.1, 0.0], [-0.1, -0.1, -0.1], [0.0, 0.1, 0.1], [0.0, 0.0, 0.0], [0.0, -0.1, -0.1], [0.0, 0.2, 0.1], [0.0, 0.0, 0.0], [0.0, 0.3, 0.0], [0.0, 0.0, 0.0], [0.0, 0.0, 0.0], [0.0, 0.0, 0.0], [0.0, 0.0, 0.0], [0.1, -0.1, -0.1], [0.0, 0.2, 0.0], [0.0, -0.1, 0.1], [0.0, 0.0, 0.0], [0.0, 0.1, -0.1], [0.0, 0.0, 0.2], [0.0, 0.0, 0.0], [0.0, 0.0, 0.0], [0.0, 0.0, 0.0], [0.0, 0.0, 0.0], [0.0, 0.0, -0.1], [0.0, 0.0, 0.1], [-0.1, -0.2, 0.0], [0.0, 0.2, -0.1], [0.1, 0.0, 0.0], [0.0, -0.1, 0.0], [-0.1, 0.0, -0.1], [0.2, 0.0, 0.1], [0.0, 0.0, 0.0], [0.0, 0.0, 0.0], [0.0, 0.0, -0.1], [0.0, 0.0, 0.0], [0.0, 0.0, 0.0], [0.0, 0.0, 0.0], [0.1, 0.2, 0.1], [0.1, -0.2, 0.0], [-0.1, 0.1, 0.0], [0.0, 0.0, 0.0], [0.1, -0.1, 0.0], [-0.2, 0.0, -0.1], [0.0, 0.0, 0.0], [0.0, 0.0, 0.0], [0.0, 0.0, 0.0], [0.0, 0.0, 0.0], [0.0, 0.0, 0.0], [0.0, 0.0, 0.0], [0.0, 0.1, 0.1], [0.0, -0.2, 0.1], [0.0, 0.1, -0.1], [0.0, 0.0, 0.0], [0.0, -0.1, 0.1], [0.0, 0.1, -0.2], [0.0, 0.0, 0.0], [0.0, 0.0, 0.0], [0.0, 0.0, 0.0], [0.0, 0.0, 0.0], [0.0, 0.0, 0.0], [0.0, 0.0, 0.0], [0.0, -0.1, -0.1], [0.0, 0.2, 0.0], [0.0, -0.1, 0.0], [0.0, 0.0, 0.0], [0.0, 0.1, -0.1], [0.0, -0.1, 0.2], [0.0, 0.0, 0.0], [0.0, 0.0, 0.0], [0.0, 0.0, 0.0], [0.0, 0.0, 0.0], [0.0, 0.0, 0.0], [0.0, 0.0, 0.0], [0.0, 0.0, 0.2], [-0.1, 0.2, -0.1], [0.1, -0.1, 0.0], [0.0, 0.0, 0.0], [-0.1, 0.1, 0.0], [0.1, -0.1, -0.1], [0.0, 0.0, 0.0], [0.0, 0.0, 0.0], [0.0, 0.0, 0.0], [0.0, 0.0, 0.0], [0.0, 0.0, 0.0]]}